A molecular structure, C31H33FNO5SSbSiZr. Source: the OMol25 dataset; level of theory: ωB97M-V/def2-TZVPD.

Structure (XYZ):
```
75
Properties=species:S:1:pos:R:3:forces:R:3:mulliken_charge:R:1
Zr 0.16359 0.05706 0.72877 0.47 -0.25 -0.12 0.80
O -0.34895 3.10735 3.65465 -0.03 -0.18 0.04 -0.44
C -0.51175 2.27068 2.68296 -0.09 0.18 -0.05 0.56
O 0.05724 1.17872 2.60358 -0.05 0.22 0.20 -0.22
C -1.43297 2.73726 1.59196 -0.11 -0.06 -0.01 -0.94
O -1.41065 1.70866 0.61221 0.29 0.19 -0.06 -0.18
C -1.75699 2.08561 -0.74986 -0.17 0.17 0.10 -0.08
C -1.03750 1.13492 -1.69496 0.35 -0.10 0.04 0.00
O -1.43351 0.89165 -2.78473 0.01 0.05 -0.06 -0.51
O 0.10067 0.64873 -1.14257 -0.58 0.25 -0.40 -0.43
H 0.24002 2.73571 4.33706 0.01 0.04 0.03 0.50
H -1.06818 3.68613 1.18806 -0.01 -0.01 0.03 0.53
H -2.44021 2.87464 1.99435 0.02 0.05 -0.01 0.52
H -1.40615 3.10470 -0.92960 -0.07 -0.01 -0.06 0.43
H -2.83360 2.01664 -0.88901 0.02 0.02 0.03 0.35
C 2.05337 2.87302 0.56240 -0.09 0.07 0.06 -0.83
Si 3.16732 1.41189 0.15972 -0.02 -0.12 0.08 -0.01
C 3.47456 1.33962 -1.66682 -0.03 0.06 -0.07 -1.13
C 4.71064 1.55953 1.17358 0.03 -0.05 0.04 -1.11
N 2.19688 0.01362 0.71046 -0.32 -0.38 -0.21 0.38
C 2.54834 -1.34164 0.52679 0.08 0.27 0.05 0.76
C 3.61717 -1.83734 -0.22930 -0.03 -0.07 -0.02 -0.17
C 3.82130 -3.20177 -0.35053 -0.03 0.05 0.04 -1.26
C 2.97508 -4.12293 0.26231 -0.02 -0.01 0.01 -0.55
C 1.90903 -3.67852 1.03022 0.11 0.06 -0.06 -1.13
C 1.76277 -2.31908 1.11922 -0.01 -0.13 0.14 0.76
F 0.70514 -1.79981 1.92940 0.05 -0.09 0.18 0.10
H 2.53045 3.77223 0.16536 0.01 0.01 0.01 0.56
H 1.95826 3.02409 1.64112 0.00 0.01 -0.01 0.18
H 1.06198 2.84929 0.09529 0.01 -0.06 -0.01 0.06
H 3.72343 2.34352 -2.02020 0.01 0.00 -0.03 0.45
H 2.59205 1.00484 -2.21489 -0.01 0.01 0.01 0.35
H 4.30911 0.69479 -1.93957 0.02 -0.01 0.01 0.42
H 5.08667 2.58364 1.12665 0.02 0.01 0.00 0.38
H 5.51199 0.90752 0.82552 -0.01 -0.05 -0.02 0.35
H 4.51507 1.31952 2.22020 0.01 0.03 0.02 0.33
H 4.28919 -1.14659 -0.71660 0.01 0.02 -0.01 0.31
H 4.65876 -3.55329 -0.93650 0.01 -0.02 -0.01 0.43
H 3.14846 -5.18336 0.15020 0.01 -0.01 0.00 0.46
H 1.23050 -4.34891 1.53950 0.00 -0.01 0.02 0.28
S -1.72878 -1.52803 -0.03907 0.11 -0.05 0.01 -0.73
Sb -2.47312 -2.46416 1.95211 0.02 0.01 0.00 2.36
C -1.57505 -4.31180 2.20710 0.20 -0.28 -0.06 0.57
C -1.46704 -5.11048 1.06901 0.04 -0.02 -0.01 -0.66
C -0.89042 -6.36756 1.17003 0.01 0.02 0.01 -0.75
C -0.41677 -6.81716 2.39574 0.00 -0.01 0.01 -0.55
C -0.52732 -6.02083 3.52763 0.00 0.00 -0.02 -0.77
C -1.11108 -4.76447 3.43935 -0.07 0.01 0.08 -0.32
C -4.53347 -2.63464 1.87960 -0.19 0.02 -0.04 0.69
C -5.18504 -3.09232 3.02306 -0.09 0.00 -0.03 -0.31
C -6.56388 -3.23088 2.99840 0.01 -0.01 0.02 -0.74
C -7.27357 -2.91691 1.84614 -0.03 0.00 -0.01 -0.47
C -6.61673 -2.46503 0.71127 0.05 0.00 0.00 -0.65
C -5.23562 -2.32012 0.72205 -0.03 0.01 -0.02 -0.59
C -2.07131 -1.16304 3.54022 -0.01 0.17 0.16 0.54
C -0.97849 -1.28930 4.39258 0.11 -0.03 -0.02 -0.24
C -0.80962 -0.39155 5.44068 -0.02 -0.01 -0.01 -0.87
C -1.72450 0.63343 5.63133 0.00 0.01 0.01 -0.68
C -2.81146 0.77151 4.77352 0.00 0.02 0.00 -0.63
C -2.99097 -0.12780 3.73321 -0.02 0.00 0.00 -1.14
H -1.81569 -4.76561 0.10182 -0.01 0.03 0.02 0.40
H -0.81119 -6.99501 0.29278 -0.01 0.00 -0.01 0.44
H 0.03175 -7.79844 2.47113 0.01 -0.01 0.00 0.45
H -0.16916 -6.38172 4.48189 0.00 0.01 0.01 0.45
H -1.21580 -4.16728 4.33743 0.00 0.01 -0.03 0.51
H -4.64156 -3.34470 3.92677 0.03 0.00 0.00 0.39
H -7.08554 -3.58777 3.87579 0.00 0.00 0.01 0.42
H -8.34913 -3.02943 1.83302 -0.01 -0.01 0.00 0.41
H -7.17560 -2.22879 -0.18368 0.00 0.00 -0.01 0.42
H -4.72034 -1.97144 -0.16509 0.01 0.00 0.00 0.40
H -0.24705 -2.07547 4.25124 -0.05 -0.01 0.01 0.41
H 0.02614 -0.50772 6.11777 0.01 -0.01 0.00 0.48
H -1.60809 1.31426 6.46516 0.00 0.00 0.01 0.50
H -3.53856 1.55598 4.94075 0.00 0.00 0.00 0.50
H -3.86883 -0.04212 3.10028 0.02 -0.01 -0.01 0.49
```
Positions in Å, forces in eV/Å.

Output
- calculated total energy (Eh) = -2706.57184
- F_max (eV/Å) = 0.75
- total charge = +2
- Kohn-Sham gap (eV) = 7.774
- relative energy (zero: lowest compared OMol25 entry of this formula, charge and spin) (kJ/mol) = 45.20
- E_LUMO (eV) = -5.89

---

A molecular structure, C31H33GeMoN4O4. Source: the OMol25 dataset; level of theory: ωB97M-V/def2-TZVPD.

Structure (XYZ):
```
74
Properties=species:S:1:pos:R:3:forces:R:3:mulliken_spin:R:1
Mo -0.75265 0.29038 0.36350 0.17 -0.08 0.12 2.16
O -1.18552 1.92295 -0.90714 -0.08 -0.01 0.13 0.01
C -0.41992 2.50991 -1.69616 0.09 -0.01 -0.07 0.02
C 0.97410 2.29036 -1.84751 -0.02 0.01 0.02 0.03
C 1.63175 3.00818 -2.86787 0.04 -0.03 0.02 0.00
C 2.97580 2.86526 -3.02652 -0.01 0.00 -0.02 0.00
C 3.73042 2.03708 -2.17974 -0.01 0.01 -0.01 0.01
C 3.11542 1.34720 -1.17278 0.00 0.00 0.00 0.00
C 1.71706 1.43767 -0.97694 -0.02 -0.01 -0.07 0.01
O 1.18195 0.76713 -0.00366 -0.09 -0.04 0.07 -0.01
N 3.65326 3.60109 -4.10299 0.01 0.09 0.00 0.00
O 4.85029 3.44442 -4.21532 0.00 -0.03 0.01 0.00
O 2.97146 4.32169 -4.80266 -0.01 -0.04 0.01 0.00
H -0.87284 3.27994 -2.32904 -0.01 0.00 -0.02 0.00
H 1.07963 3.66591 -3.52614 0.00 0.00 0.00 0.00
H 4.79627 1.96153 -2.34325 0.00 0.00 0.01 0.00
H 3.67700 0.70515 -0.50848 0.00 0.00 0.00 0.00
C -0.92904 -1.13864 -0.80956 -0.04 0.01 -0.02 -0.36
Ge -2.85310 -1.41059 -0.86803 -0.03 0.05 -0.15 0.01
C -3.25582 -0.41134 0.80495 0.01 0.02 0.04 0.09
C -3.32620 -1.07819 2.03971 -0.02 -0.02 0.00 -0.04
C -3.63406 -0.40081 3.20380 0.00 0.01 0.01 0.01
C -3.85809 0.97573 3.16998 -0.01 -0.01 0.00 -0.01
C -3.77808 1.66216 1.97260 -0.02 -0.01 -0.01 0.03
C -3.48867 0.96956 0.79354 0.02 0.01 0.01 -0.05
C -3.46921 -3.24356 -0.74879 0.07 -0.02 0.09 0.03
C -4.61527 -3.65091 -1.42656 -0.04 0.02 -0.01 0.00
C -5.06181 -4.96192 -1.32958 0.00 -0.01 0.00 0.00
C -4.36543 -5.87914 -0.55638 0.01 0.01 0.01 0.00
C -3.21521 -5.48749 0.11611 -0.03 -0.02 -0.01 0.00
C -2.77103 -4.17775 0.01643 0.06 0.02 0.02 0.00
C -3.64658 -0.39890 -2.32518 -0.04 -0.01 0.01 0.01
C -4.99012 -0.02519 -2.29142 -0.02 -0.01 0.02 0.00
C -5.54439 0.72213 -3.32118 0.00 0.00 -0.02 0.00
C -4.75889 1.10451 -4.40017 0.00 0.00 0.01 0.00
C -3.42037 0.74039 -4.44627 -0.02 0.01 -0.01 0.00
C -2.86953 -0.00429 -3.41240 0.05 -0.02 0.00 -0.01
H -0.16912 -1.64686 -1.40374 -0.01 0.02 -0.02 0.05
H -3.17026 -2.15118 2.07455 0.01 -0.01 -0.01 0.00
H -3.71905 -0.94042 4.13934 0.00 0.01 0.00 0.00
H -4.11919 1.50198 4.07989 0.00 0.00 -0.01 0.00
H -3.97151 2.72680 1.93723 0.00 0.00 0.00 0.00
H -3.49308 1.50588 -0.14806 0.00 -0.01 -0.01 -0.01
H -5.16324 -2.94857 -2.04468 0.01 0.00 0.01 0.00
H -5.95223 -5.26772 -1.86340 0.01 0.00 0.00 0.00
H -4.71308 -6.90147 -0.48438 0.00 0.01 0.00 0.00
H -2.66205 -6.20556 0.70796 0.00 0.00 0.00 0.00
H -1.85549 -3.89046 0.52611 -0.01 0.02 -0.01 0.00
H -5.61702 -0.31204 -1.45269 0.01 0.00 0.00 0.00
H -6.58869 1.00428 -3.28317 0.01 0.00 0.00 0.00
H -5.19140 1.68363 -5.20562 0.00 0.00 0.00 0.00
H -2.80897 1.03104 -5.29149 0.00 0.00 0.01 0.00
H -1.82141 -0.28332 -3.45731 -0.01 0.00 0.00 0.01
C -0.01890 1.87551 2.88666 0.01 0.00 0.06 0.02
N -0.19809 0.80528 3.84757 -0.04 0.05 0.01 0.00
C -0.87247 1.17909 5.08553 0.02 0.01 0.00 0.00
C -0.10772 -0.48135 3.43167 0.00 0.03 0.07 -0.01
N -0.13888 -0.76679 2.15267 -0.01 -0.02 -0.27 -0.03
N 0.00910 -1.44602 4.38318 -0.03 0.03 0.00 0.01
C 0.82470 -1.24236 5.57770 0.01 0.00 -0.02 0.00
C -0.22124 -2.83478 4.02451 0.00 -0.01 0.00 0.00
H 0.23342 2.79053 3.42053 0.01 0.00 0.00 0.00
H -0.94502 2.08291 2.32617 -0.03 0.01 0.00 -0.01
H 0.80044 1.64353 2.20872 0.02 0.01 0.01 -0.01
H -1.70157 1.84953 4.85293 0.01 0.00 0.00 0.00
H -0.19086 1.69110 5.76677 -0.01 0.00 0.00 0.00
H -1.27562 0.29900 5.57741 0.00 0.00 -0.01 0.00
H 0.16702 -1.70995 1.96419 0.01 -0.02 0.03 0.02
H 1.25023 -0.24378 5.57831 0.00 0.01 0.00 0.00
H 1.64652 -1.96117 5.57890 0.00 0.00 0.00 0.00
H 0.24032 -1.38305 6.48802 -0.01 -0.01 -0.01 0.00
H 0.65567 -3.29762 3.55745 0.00 0.01 0.00 0.00
H -1.07341 -2.91300 3.35115 0.00 0.00 0.00 0.00
H -0.45156 -3.39173 4.93101 0.00 0.00 0.00 0.00
```
Positions in Å, forces in eV/Å.

Output
- calculated total energy (Eh) = -3865.88021
- F_max (eV/Å) = 0.27
- total charge = +1
- 2S+1 = 3
- Kohn-Sham gap (alpha / beta) (eV) = 7.103 / 8.027
- relative energy (zero: lowest compared OMol25 entry of this formula, charge and spin) (kJ/mol) = 5.75
- E_LUMO (alpha / beta) (eV) = -3.32 / -3.48